{
  "formula": "C5H12N2O",
  "method": "ωB97M-V with the def2-TZVPD basis set",
  "species": ["N", "H", "H", "C", "H", "C", "H", "H", "H", "H", "O", "C", "H", "C", "C", "H", "H", "N", "H", "H"],
  "positions_angstrom": [[-0.2678, -0.5469, 0.7279], [0.2551, 2.4625, 0.0339], [-1.5089, 1.0223, -1.1469], [-0.3005, 0.8528, 1.4185], [-1.3390, 1.1839, 1.3734], [0.2589, -0.1372, -0.6782], [1.5629, -1.0282, -2.1419], [-1.5830, -1.6674, 1.7372], [1.6533, 1.6363, 0.8364], [0.5366, -1.0791, 1.0822], [2.1593, -1.4607, -0.1357], [-0.8192, 0.3237, -1.6231], [-1.3901, -0.5170, -2.0263], [1.2485, -0.9724, -1.1085], [0.6210, 1.5595, 0.5086], [-0.0178, 0.7051, 2.4637], [-0.3567, 0.8546, -2.4550], [-1.4000, -1.4477, 0.7621], [-2.1954, -0.9223, 0.4114], [2.8826, -0.8217, -0.0397]],
  "atomic_forces_ev_per_a": [[-0.1, 0.2, 0.1], [0.0, 0.0, 0.0], [0.0, 0.0, 0.0], [0.0, -0.4, -0.2], [0.0, 0.0, 0.0], [0.0, 0.0, 0.3], [0.0, 0.0, 0.0], [0.0, 0.0, 0.0], [0.0, 0.0, 0.0], [0.0, 0.1, 0.0], [0.0, 0.1, 0.0], [0.0, 0.0, 0.0], [0.0, 0.0, 0.0], [0.0, 0.2, 0.2], [0.0, -0.3, -0.3], [0.0, 0.0, 0.0], [0.0, 0.0, 0.0], [0.3, 0.3, -0.1], [0.0, 0.0, 0.0], [-0.1, -0.1, 0.0]],
  "de_lowest_kcal_mol": 144.5
}